{"formula": "C29H29LaN2O6S", "method": "ωB97M-V/def2-TZVPD", "species": ["H", "C", "C", "C", "H", "H", "C", "H", "H", "H", "C", "H", "H", "La", "H", "H", "H", "C", "C", "C", "O", "N", "C", "C", "H", "H", "C", "H", "H", "C", "H", "C", "H", "C", "C", "C", "C", "H", "C", "H", "H", "O", "H", "C", "C", "H", "C", "C", "O", "H", "H", "C", "N", "O", "H", "C", "C", "H", "C", "O", "S", "O", "H", "H", "H", "C", "C", "C"], "positions_angstrom": [[0.473, 3.466, -2.458], [-0.199, -5.953, -0.179], [1.631, -4.643, 1.501], [2.247, 3.948, 1.903], [-1.830, -2.473, -2.751], [-2.958, -0.003, -3.138], [3.736, -6.093, 2.589], [1.219, 4.870, -1.658], [2.693, 2.011, 2.633], [2.334, -3.033, 2.711], [-0.943, 0.099, -2.366], [-4.295, -1.683, -3.379], [-2.550, 6.466, 1.560], [-0.456, -1.461, 0.481], [2.735, 2.616, -3.313], [-3.879, -1.327, 0.740], [-5.237, -2.682, -0.703], [0.467, -3.971, 1.034], [-3.288, 0.074, -0.956], [2.029, 1.630, 0.778], [-0.605, 1.044, -3.058], [2.344, 2.513, 1.789], [0.766, 5.853, 2.127], [-2.543, -1.894, -2.145], [-5.610, -1.122, -1.382], [-4.097, -3.262, -2.769], [-3.707, -1.267, -0.326], [1.652, 6.438, 2.512], [3.108, -7.755, 1.289], [-4.780, -1.837, -1.215], [1.146, -7.670, -0.142], [-2.662, 0.878, 0.190], [4.266, -4.245, 3.612], [0.929, -6.619, 0.178], [-0.338, 3.925, 1.229], [-1.542, 4.606, 1.300], [2.941, -6.715, 1.617], [3.529, 4.027, -2.713], [-0.458, 6.506, 2.163], [-1.079, -6.461, -0.600], [1.251, 4.788, -3.428], [-2.944, 2.037, 0.424], [3.131, 3.733, -0.484], [1.892, -5.986, 1.073], [-1.597, 5.932, 1.662], [-4.181, 0.634, -1.336], [2.498, -4.070, 2.447], [3.550, -4.743, 2.965], [-1.790, 0.223, 0.970], [-2.439, 4.047, 1.094], [3.977, 2.285, -1.172], [-2.423, -0.357, -2.246], [1.985, 1.944, -0.499], [-2.551, -2.185, -0.693], [-1.412, -4.155, 0.029], [-0.457, -4.611, 0.302], [-4.025, -2.215, -2.477], [1.703, 1.127, -1.075], [2.656, 3.406, -2.519], [-0.080, -0.599, -1.659], [1.962, -0.038, 1.260], [3.196, 4.616, 2.168], [4.531, -6.678, 3.120], [-0.480, 7.559, 2.478], [-0.343, 2.911, 0.833], [0.865, 4.536, 1.701], [3.015, 2.884, -1.121], [1.320, 4.179, -2.503]], "atomic_forces_ev_per_a": [[0.4, 0.4, -0.1], [-1.5, 0.0, 0.6], [0.0, -1.3, -0.4], [-1.6, -0.1, -1.5], [0.0, 0.1, 0.8], [0.3, 0.0, 0.3], [0.7, -1.2, 0.1], [0.3, -0.2, 0.0], [-0.4, 0.7, -1.0], [-0.1, 0.1, 0.1], [0.7, 0.5, 0.5], [-0.3, 0.4, -0.1], [0.5, -0.1, 0.4], [2.0, -2.0, 0.0], [-0.5, 0.5, 0.8], [0.1, 0.2, 0.1], [0.0, -0.3, -0.2], [0.1, 2.7, 1.2], [0.0, 0.6, 0.2], [0.5, -0.5, 1.6], [-0.6, -0.4, 0.1], [0.4, -1.3, 0.1], [0.7, 1.2, 1.0], [-1.6, 0.3, 0.1], [0.6, -0.2, 0.0], [-0.2, -0.2, 0.4], [0.7, -0.7, -2.0], [-1.0, -1.1, -0.5], [0.0, 0.6, 0.4], [-1.4, -0.1, 0.4], [-0.4, 1.0, 0.3], [1.3, 0.9, 0.9], [-0.2, -0.2, 0.1], [0.9, -0.3, 0.2], [1.2, -0.2, 0.7], [0.1, -0.8, -0.5], [1.3, 0.2, 1.1], [-0.1, 0.5, -0.3], [0.5, 1.7, -0.4], [0.8, 0.0, -0.4], [-0.2, -0.4, 0.5], [-0.4, -0.5, -0.6], [0.1, 0.4, 0.6], [-1.5, 0.3, -0.8], [-0.7, -0.1, 0.3], [0.8, -0.4, 0.6], [-0.3, 0.9, -0.6], [0.5, -1.0, -0.1], [-1.9, 1.0, -0.7], [-0.1, 0.1, -0.4], [-1.0, 0.8, 0.2], [0.2, -0.1, 0.5], [0.4, 0.4, -1.2], [-0.4, 1.1, -0.4], [0.0, -0.1, -0.1], [0.4, -1.6, -1.0], [1.0, -0.7, -0.9], [0.2, 0.8, 0.2], [0.0, -0.5, 0.5], [-0.7, 0.0, -0.1], [0.1, 0.5, 0.2], [0.6, -0.1, 0.5], [-0.7, 0.6, -0.8], [0.0, -0.6, -0.1], [0.0, 0.1, 0.3], [-0.4, 0.1, -0.3], [-0.1, -1.9, -0.7], [0.1, -0.3, -0.9]], "energy_ha": -2113.2916, "orbital_gap_ha": 0.2586, "lumo_energy_ev": -0.44}

=====

{"formula": "C29H29N2O4SV", "method": "ωB97M-V/def2-TZVPD", "species": ["H", "C", "H", "N", "H", "H", "H", "C", "C", "H", "C", "C", "H", "S", "C", "H", "C", "H", "C", "V", "C", "C", "C", "O", "C", "C", "N", "H", "C", "H", "O", "H", "O", "H", "H", "H", "C", "C", "O", "H", "H", "C", "C", "C", "C", "H", "H", "C", "H", "C", "H", "H", "H", "H", "C", "C", "H", "C", "H", "C", "C", "C", "C", "H", "H", "H"], "positions_angstrom": [[1.961, -1.288, -5.135], [-1.201, -2.212, -0.438], [-3.140, -0.940, -3.025], [-1.502, 1.647, -2.651], [4.152, -0.210, -4.618], [-1.270, -2.505, -3.878], [2.040, 2.049, 1.709], [2.526, -1.083, 0.619], [-1.967, -2.001, 0.765], [-2.462, 2.025, -2.712], [0.106, -2.753, -0.055], [2.041, 1.085, 1.190], [-1.516, -2.635, 2.878], [-1.318, 1.562, 2.580], [1.992, -0.432, -0.534], [2.054, 3.111, -2.842], [2.664, -0.108, 1.636], [0.217, -0.656, -1.291], [3.227, 1.505, -3.650], [-0.085, -0.597, 0.622], [-1.394, 2.430, 6.537], [0.101, -2.949, 1.359], [2.014, -0.308, -4.666], [1.060, -1.169, 3.725], [0.820, 0.382, -4.448], [3.231, 0.291, -4.334], [-0.339, 0.139, 2.442], [-0.408, 1.316, 8.080], [1.576, 0.890, -0.131], [-0.122, -0.544, -2.962], [-2.699, 1.267, 2.338], [2.072, -0.795, -1.568], [-1.388, 0.868, -0.373], [1.125, 1.664, -0.795], [-2.980, -1.581, 0.832], [-3.675, -2.212, -1.882], [2.033, 2.148, -3.363], [0.222, -0.247, 3.655], [-0.658, 2.664, 1.918], [-1.562, -3.804, -2.670], [0.866, -3.072, -0.785], [-1.526, -1.782, -1.849], [-1.053, -2.838, -2.856], [-1.646, 2.559, 5.168], [-0.240, 0.604, 4.771], [4.176, 1.954, -3.379], [-0.207, 3.279, -2.819], [-0.580, 1.396, 7.010], [2.873, -2.113, 0.647], [0.018, 0.482, 6.149], [-1.859, 3.142, 7.213], [-0.143, -0.041, -4.792], [3.277, -0.216, 2.529], [0.671, -0.328, 6.480], [-1.245, 0.739, -1.654], [-0.438, 2.371, -3.416], [-2.273, 3.321, 4.731], [-1.040, 1.634, 4.321], [-3.255, -0.585, -1.267], [-1.163, -2.496, 1.863], [-3.006, -1.361, -2.012], [0.808, 1.576, -3.712], [-0.623, -0.558, -2.011], [-0.887, 2.769, -4.334], [0.039, -3.000, -2.770], [0.911, -3.450, 1.909]], "atomic_forces_ev_per_a": [[0.2, 0.2, -0.1], [0.4, -0.6, 1.0], [-0.1, -0.2, 0.4], [-1.5, -0.1, 0.2], [-0.1, 0.2, 0.3], [0.0, -0.1, 0.2], [-0.3, -0.6, -0.1], [0.1, 0.6, -0.2], [1.3, -0.5, 0.0], [1.1, 0.2, 0.6], [-1.6, 0.2, -0.6], [1.0, -0.4, 0.9], [0.3, 0.5, 0.0], [1.3, -0.7, 1.0], [-0.6, 0.6, -0.1], [0.0, -0.4, -0.1], [-0.1, 0.9, -0.1], [-0.4, -0.1, -1.4], [0.4, -0.2, -0.5], [1.6, -1.1, 1.4], [-0.2, 0.0, -0.6], [-0.7, 0.4, -0.1], [-0.5, 0.4, -0.3], [-1.7, 1.4, 0.1], [-0.3, 0.0, 0.1], [-0.3, -0.3, 0.2], [-1.0, 1.2, 0.4], [0.0, 0.0, -0.2], [-0.2, -0.4, -1.6], [-0.3, -0.1, 0.0], [0.2, 0.0, -0.4], [-0.2, 0.1, 0.7], [-0.2, 0.0, -2.9], [0.7, -0.8, 0.8], [0.7, -0.2, 0.0], [0.0, 0.1, 0.0], [-0.1, 0.0, 0.4], [1.5, -1.4, -1.0], [-0.5, -0.6, 0.0], [0.3, 0.5, -0.2], [-0.4, 0.3, 0.7], [-0.4, 0.1, 0.4], [-0.2, -0.4, 0.2], [0.6, -0.6, 0.0], [-0.2, 0.4, 0.7], [-0.1, 0.1, 0.0], [0.2, -0.6, -0.3], [0.1, 0.0, 0.1], [0.0, 0.3, 0.1], [0.0, -0.2, -0.9], [0.2, -0.2, 0.0], [0.7, 0.2, 0.1], [-0.7, -0.1, 0.0], [-0.3, 0.3, 0.1], [0.9, -0.1, 2.3], [-0.6, 0.4, 0.4], [-0.1, 0.2, 0.2], [-0.6, 0.5, 0.5], [-0.1, -0.4, -0.3], [0.2, -0.2, -1.3], [0.5, -0.1, -0.2], [0.5, 0.4, -0.6], [1.0, 0.5, -0.3], [-0.1, -0.4, 0.1], [-0.5, 0.1, -0.1], [-0.6, 0.6, -0.1]], "charge": 1, "energy_ha": -2874.8349, "orbital_gap_ha": [0.2333, 0.2995], "spin_multiplicity": 2, "lumo_energy_ev": [-4.85, -3.25]}

=====

{"formula": "C29H29N3O6S", "method": "ωB97M-V/def2-TZVPD", "species": ["H", "C", "H", "C", "C", "C", "N", "C", "H", "O", "O", "C", "H", "C", "H", "C", "C", "H", "H", "H", "H", "H", "N", "H", "C", "H", "C", "C", "C", "O", "H", "C", "H", "H", "N", "H", "H", "H", "C", "H", "H", "H", "H", "C", "C", "S", "C", "H", "C", "O", "H", "O", "C", "C", "C", "H", "O", "C", "H", "C", "C", "H", "C", "H", "H", "C", "C", "C"], "positions_angstrom": [[-9.598, -2.216, 1.379], [6.796, -4.070, -0.376], [-1.136, 2.349, 1.853], [-2.329, 0.558, -1.872], [0.078, 1.269, -0.536], [3.413, 0.678, 1.111], [-1.141, 1.860, -0.197], [7.578, -3.470, 0.566], [5.484, -3.098, -1.898], [-3.351, 2.194, -0.513], [7.472, -2.137, 0.499], [6.669, 0.485, 1.320], [-3.688, -0.580, 2.830], [2.603, 0.271, -1.252], [-3.552, -0.124, 0.561], [6.281, -0.491, -0.946], [-9.800, -0.646, -0.087], [-10.779, -0.970, -0.430], [3.566, -0.117, -1.545], [1.715, -0.113, -3.160], [8.232, -3.870, 1.315], [4.835, 3.368, 0.137], [6.557, 0.556, -0.121], [-9.926, 0.129, 0.664], [6.608, -1.854, -0.506], [5.182, 0.912, 2.858], [0.314, 0.757, -1.816], [1.564, 0.269, -2.163], [-4.461, -0.628, -1.306], [5.812, -0.314, -2.062], [6.685, -5.120, -0.546], [5.571, 1.373, 1.950], [-4.346, 1.026, 2.400], [0.970, 1.574, 1.395], [4.481, 1.510, 1.009], [-7.613, -1.787, -1.670], [-9.252, -0.224, -0.926], [7.013, 2.567, -0.205], [-9.047, -1.829, 0.517], [-0.319, 3.516, 0.779], [7.663, 0.827, 1.632], [5.952, 2.371, 2.183], [-5.629, -1.283, -2.978], [-6.739, -1.409, -1.162], [-5.608, -1.131, -1.909], [-0.981, 0.703, -3.014], [1.123, 1.234, 0.384], [-8.940, -2.639, -0.215], [6.255, 1.887, -0.603], [-5.662, -0.561, 2.187], [-2.097, 3.390, 0.788], [-7.791, -1.461, 1.046], [-6.753, -1.207, 0.209], [-4.582, 0.053, 2.844], [6.170, -3.022, -1.080], [-3.220, -0.906, -3.039], [3.267, -0.056, 2.072], [2.377, 0.754, 0.033], [6.536, -0.543, 1.647], [-1.164, 2.835, 0.875], [-4.458, -0.456, 0.082], [6.313, 1.875, -1.692], [-2.338, 1.589, -0.812], [4.110, 2.152, -0.934], [-4.905, 0.192, 3.875], [4.839, 2.306, -0.141], [-5.580, -0.723, 0.838], [-3.301, -0.333, -2.123]], "atomic_forces_ev_per_a": [[0.1, 0.0, -0.2], [0.4, 0.1, 0.4], [0.0, 0.0, 0.0], [0.1, -0.5, -0.7], [0.5, -0.3, -0.3], [-0.1, 0.1, 0.0], [-0.1, 0.1, 0.1], [-0.2, -0.7, -0.3], [-0.1, 0.1, -0.2], [0.0, -0.1, 0.0], [0.2, 0.4, 0.1], [0.0, -0.1, 0.4], [0.0, 0.0, 0.0], [0.0, 0.0, 0.2], [0.0, 0.0, 0.1], [0.2, 0.4, 0.1], [0.3, -0.2, 0.2], [-0.1, 0.0, -0.1], [0.2, 0.0, 0.0], [0.0, -0.1, -0.1], [0.1, 0.1, 0.1], [0.0, -0.1, -0.1], [0.1, 0.1, -0.2], [0.0, 0.1, 0.0], [-0.6, -0.9, -0.7], [0.1, 0.1, -0.1], [-0.2, -0.1, -0.1], [-0.1, 0.1, 0.1], [-0.7, -0.2, 0.1], [-0.1, -0.2, -0.1], [0.0, -0.2, 0.0], [0.0, -0.1, 0.2], [0.0, 0.0, 0.0], [0.0, 0.0, 0.1], [0.2, 0.1, 0.1], [-0.1, 0.0, 0.0], [0.0, 0.1, -0.1], [0.0, 0.0, 0.0], [-0.4, 0.0, -0.2], [0.0, 0.0, 0.0], [-0.1, -0.1, 0.1], [0.0, 0.0, 0.0], [0.0, 0.0, -0.1], [-0.3, -0.1, 0.3], [0.4, 0.2, 0.1], [0.0, 0.2, 0.2], [0.1, 0.0, 0.0], [0.0, 0.0, 0.1], [0.0, 0.1, -0.3], [-0.3, -0.2, -0.3], [0.2, 0.0, 0.1], [0.4, 0.1, 0.0], [0.1, 0.0, 0.1], [0.2, 0.1, 0.1], [0.2, 0.8, 0.3], [0.1, -0.1, 0.0], [-0.1, -0.2, 0.2], [-0.3, -0.2, -0.2], [0.0, 0.2, 0.0], [-0.2, 0.3, 0.1], [-0.1, -0.1, 0.1], [0.0, 0.1, 0.2], [-0.4, 0.3, 0.1], [0.1, 0.1, 0.1], [0.1, 0.0, -0.1], [0.0, 0.2, -0.2], [-0.1, 0.0, 0.0], [0.5, 0.4, 0.1]], "energy_ha": -2136.3726, "orbital_gap_ha": 0.2937, "lumo_energy_ev": 0.41}